C21H16N6OS2 in the gas phase. Source: the Open Molecules 2025 dataset; level of theory: ωB97M-V/def2-TZVPD.

Summary:
HOMO energy = -8.0705 eV
SMILES string = O=c1c2ccccc2nnn1CSc1nnc(-c2cccs2)n1Cc1ccccc1
Kohn-Sham gap = 8.1 eV

Structure (ORCA input):
```
! wB97M-V def2-TZVPD RIJCOSX def2/J DEFGRID3
* xyz 0 1
S -0.56 -0.05 3.06
S 3.43 -3.43 -0.79
O -4.61 -1.60 1.97
N -0.12 -2.10 1.34
N -1.90 0.19 0.65
N 1.56 -0.67 1.45
N -2.69 -0.50 1.47
N 0.84 -2.52 0.51
N -2.22 0.46 -0.52
C -5.85 -0.82 -2.08
C -4.33 -0.70 -0.23
C 3.05 -1.84 -0.20
C -3.95 -1.00 1.14
C 1.10 2.88 -0.80
C -2.18 -0.80 2.78
C 3.37 2.45 0.72
C 3.32 3.50 -0.18
C 4.00 -0.92 -0.58
C 2.34 0.47 1.86
C 1.85 -1.68 0.56
C -3.75 0.32 -2.36
C 4.86 -2.84 -1.53
C 0.31 -1.00 1.90
C 1.13 1.83 0.10
C -3.42 0.03 -1.03
C -5.55 -1.12 -0.77
C 2.19 3.72 -0.94
C 5.03 -1.50 -1.34
C -4.96 -0.10 -2.87
C 2.27 1.60 0.86
H 1.94 0.80 2.82
H 0.20 3.04 -1.38
H -2.08 -1.89 2.88
H 5.49 -3.51 -2.07
H 2.16 4.54 -1.64
H 4.26 2.28 1.31
H 5.86 -0.94 -1.74
H -6.79 -1.14 -2.50
H -6.22 -1.68 -0.14
H 4.18 4.15 -0.28
H -5.22 0.13 -3.89
H -3.04 0.88 -2.95
H 0.27 1.19 0.20
H 3.94 0.13 -0.37
H -2.86 -0.42 3.54
H 3.38 0.15 2.00
*
```

---

C21H16NO5PRuS2 as an isolated structure. Source: the Open Molecules 2025 dataset; level of theory: ωB97M-V/def2-TZVPD.

Summary:
HOMO energy (alpha / beta) = -4.7763 / -5.0074 eV
⟨S²⟩ = 0.77
energy above the lowest of the compared OMol25 structures with the same formula, charge and spin = 1.276 eV
Kohn-Sham gap (alpha / beta) = 7.1 / 7.4 eV

Structure (ORCA input):
```
! wB97M-V def2-TZVPD RIJCOSX def2/J DEFGRID3
* xyz -1 2
Ru 0.24 1.65 -1.40
S -0.91 -0.60 -0.63
S 1.35 1.26 1.10
P 0.00 -0.21 1.11
O -1.77 2.06 -2.35
O 2.41 1.28 -1.98
O -0.62 4.07 0.05
O -3.11 1.39 -4.02
O 3.69 0.35 -3.58
N 0.25 0.75 -3.33
C 1.27 -0.98 -4.58
C 2.62 0.60 -3.04
C 0.50 -4.09 2.26
C -3.37 1.17 2.96
C -1.10 -0.60 -4.73
C 1.83 -4.14 2.63
C 1.63 4.20 -0.79
C 1.34 0.08 -3.70
C -1.92 0.31 4.67
C 2.08 -1.82 2.07
C 0.02 -1.34 -5.08
C 0.74 -1.76 1.72
C 0.28 3.56 -0.54
C -0.95 0.45 -3.85
C -3.11 0.91 4.29
C -0.05 -2.90 1.81
C -0.99 -0.05 3.71
C -2.07 1.37 -3.37
C -1.26 0.20 2.37
C -2.44 0.81 1.99
C 2.63 -3.01 2.53
H 2.69 -0.92 1.97
H -3.84 1.19 5.05
H -0.07 -2.19 -5.74
H -0.06 -0.52 3.99
H -0.12 -4.98 2.33
H 2.38 3.65 -0.22
H 1.61 5.25 -0.50
H -1.72 0.11 5.72
H 1.90 4.10 -1.84
H -2.08 -0.82 -5.11
H -2.63 1.01 0.94
H 2.18 -1.50 -4.85
H 3.67 -3.05 2.80
H -4.30 1.64 2.66
H -1.09 -2.85 1.50
H 2.26 -5.07 2.98
*
```

---

C21H17BF3N5O3 in the gas phase. Source: the Open Molecules 2025 dataset; level of theory: ωB97M-V/def2-TZVPD.

Summary:
HOMO energy = -8.2003 eV
SMILES string = C=CC(=O)Nc1cccc(Nc2nc(Nc3ccc4c(c3)COB4O)ncc2C(F)(F)F)c1
energy above the lowest of the compared OMol25 structures with the same formula, charge and spin = 0.184 eV
Kohn-Sham gap = 8.5 eV

Structure (ORCA input):
```
! wB97M-V def2-TZVPD RIJCOSX def2/J DEFGRID3
* xyz 0 1
F -3.12 -1.32 -3.57
F -3.87 -1.21 -1.43
F -3.30 0.63 -2.60
O -4.89 4.21 1.80
O 6.91 -5.92 -1.68
O 4.87 -6.03 -3.04
N -2.00 0.93 -0.11
N 0.52 -1.71 -2.14
N -3.14 4.46 3.19
N 0.15 -0.15 -0.37
N 2.24 -1.12 -0.58
C -4.44 4.69 2.80
C -0.88 3.64 2.90
C 4.99 -4.15 -1.41
C 5.28 -3.18 -0.49
C -2.24 3.60 2.53
C 3.16 -2.14 -0.92
C -0.32 1.91 1.37
C 3.78 -4.10 -2.09
C 4.36 -2.20 -0.21
C -1.65 1.76 1.01
C -1.60 -0.74 -1.84
C -6.47 5.85 3.32
C 3.72 -5.19 -3.16
C 0.91 -1.00 -1.07
C 0.07 2.83 2.33
C -1.09 0.03 -0.78
C -0.72 -1.58 -2.48
C -2.58 2.63 1.57
C -5.23 5.54 3.66
C 2.89 -3.09 -1.89
C -3.03 -0.68 -2.37
B 5.67 -5.44 -2.05
H -7.08 6.51 3.92
H 2.50 -0.52 0.20
H -2.78 4.95 4.00
H 6.20 -3.25 0.06
H -4.77 6.00 4.52
H 0.38 1.20 0.97
H -1.09 -2.17 -3.31
H -6.88 5.50 2.40
H 2.84 -5.83 -3.08
H 1.09 2.87 2.67
H 3.74 -4.78 -4.17
H -2.97 0.98 -0.44
H -0.58 4.22 3.73
H 7.43 -5.50 -0.97
H -3.59 2.60 1.23
H 4.51 -1.54 0.65
H 2.08 -2.97 -2.56
*
```

---

Sequential total energy output: -54694.178, -67309.670, -44477.887 eV